1.
DFT (ωB97M-V/def2-TZVPD) results for a 2-piece molecular cluster, H4NOPS2 overall at a distorted geometry.

Output
strongest force on any atom	3.62	eV/Å
HOMO level	-0.3302	Eh
lowest unoccupied orbital energy	-0.2	eV
energy relative to the best compared isomer or geometry (same formula, charge and spin)	18.6	kcal/mol
electronic energy	-34562.98402	eV

Last column: Mulliken charge in e.
Geometry (Å):
H  1.43  1.07  0.44  0.342
H  2.21  0.02  -0.81  0.274
S  -3.72  -0.91  -0.12  -0.304
H  2.10  -0.56  0.85  0.316
P  -1.97  -0.02  -0.23  0.605
N  1.69  0.03  0.09  -0.807
O  -0.66  -0.89  0.22  -0.566
H  0.41  -0.52  0.13  0.506
S  -1.48  1.79  -0.58  -0.365

2.
DFT (ωB97M-V/def2-TZVPD) results for a 2-piece molecular cluster, C3H10O overall at a distorted geometry.

Output
strongest force on any atom	1.03	eV/Å
HOMO level	-0.3832	Eh
lowest unoccupied orbital energy	0.9	eV
energy relative to the best compared isomer or geometry (same formula, charge and spin)	15.2	kcal/mol
electronic energy	-5319.95344	eV

Last column: Mulliken charge in e.
Geometry (Å):
H  1.42  -1.84  0.42  0.287
C  -1.60  1.65  1.20  -0.259
H  0.49  -0.92  -2.38  0.312
H  1.10  0.11  -1.15  0.239
O  -0.81  2.41  2.10  -0.511
H  -0.44  -0.68  -0.84  0.171
H  -2.43  2.28  0.83  0.241
H  0.99  -2.93  -0.94  0.282
C  0.54  -0.81  -1.30  -0.675
H  -1.99  0.77  1.68  0.231
H  2.35  -1.95  -1.08  0.274
H  0.11  2.47  1.81  0.305
C  1.35  -1.94  -0.65  -0.892
H  -1.07  1.38  0.29  -0.005